A cluster of 2 separate species, C16H30O6S in total at a distorted geometry, computed with ωB97M-V/def2-TZVPD.

CARTESIAN COORDINATES (ANGSTROEM)
C 2.63787 -3.32716 1.16655
C 3.85764 -2.49154 1.49369
O 4.17863 -2.33807 2.60756
O 4.58954 -1.96321 0.47879
C 3.93114 -0.86007 -0.19180
C 4.05565 0.39796 0.65045
C 3.48960 1.64324 -0.06751
C 2.17758 2.18272 0.53424
C 0.99025 1.30807 0.07503
C -0.07718 1.16027 1.20895
C -0.80325 -0.18034 1.03161
C -0.79640 -1.17842 2.24492
O -2.04550 -1.89210 2.27037
C -2.59050 -1.60949 0.99776
C -3.93966 -2.20050 0.64895
S -3.74689 -2.93703 -0.99499
O -2.86405 -4.04608 -0.91682
O -3.22598 -1.90012 -1.83254
C -2.34201 -0.13324 0.83658
H 2.00145 -2.86638 0.41542
H 2.97181 -4.28975 0.78516
H 2.09776 -3.50728 2.08549
H 4.39325 -0.76009 -1.16904
H 2.89183 -1.15165 -0.35046
H 3.54107 0.26915 1.60023
H 5.11328 0.51839 0.86035
H 4.25564 2.41608 -0.09695
H 3.28061 1.37804 -1.10886
H 2.25846 2.08146 1.61405
H 2.03154 3.21155 0.21771
H 0.56842 1.63914 -0.86875
H 1.39580 0.30719 -0.07540
H 0.51133 1.10136 2.12369
H -0.75369 2.00716 1.18166
H -0.49511 -0.60665 0.07938
H -0.09215 -1.94828 1.91065
H -0.50294 -0.74791 3.18933
H -1.87605 -2.09406 0.31614
H -4.72325 -1.44943 0.60554
H -4.26365 -3.00376 1.31019
H -4.97449 -3.30794 -1.45776
H -2.69796 0.49766 1.65796
H -2.71939 0.36140 -0.05269
C -1.95498 4.29628 -2.49834
C -2.03539 2.83552 -2.12746
O -1.77503 2.45182 -1.00923
C -2.45406 1.87053 -3.20980
H -1.64349 4.87328 -1.62984
H -1.22548 4.43890 -3.29720
H -2.93265 4.65237 -2.82666
H -1.74574 1.90991 -4.03904
H -3.45315 2.12330 -3.56872
H -2.47005 0.85778 -2.80854

As for the LUMO energy: 0.30 eV. The SMILES is CC(=O)OCCCCCC[C@H]1CO[C@@H](C[SH](=O)=O)C1.CC(C)=O. Its gap between HOMO and LUMO is 9.83 eV. Its highest occupied orbital energy is -9.5 eV. The charge is 0. The calculation puts the total energy at -40196.2489 eV. The spin multiplicity is 1.

Atom charges from the natural (NBO) analysis, given in e for atoms 1 to 5: -0.737 0.805 -0.541 -0.544 -0.057

***

A cluster of 6 separate species, C58H75F2N10O14 in total at a distorted geometry, computed with ωB97M-V/def2-TZVPD.

CARTESIAN COORDINATES (ANGSTROEM)
C 2.78198 -1.50148 1.93186
C 2.09706 -2.14534 1.16556
C 1.19102 -2.63822 0.01603
C 1.31368 -1.75648 -1.33760
C 2.49210 -2.30968 -2.27873
C 3.68662 -3.01280 -1.52297
C 4.68903 -3.62274 -2.62638
C 5.36646 -2.52395 -3.54599
C 5.78817 -1.19300 -2.80269
C 6.89999 -1.38890 -1.69746
C 7.08019 0.03569 -0.96518
C 8.17782 0.95091 -1.66005
C 7.56051 2.25531 -2.36574
C 7.26309 2.04232 -3.91991
C -0.04483 -2.04914 -2.12222
N -0.84337 -0.81576 -2.51162
C -2.08682 -1.40540 -3.20136
C -3.24833 -0.38727 -3.51099
C -3.47117 -0.09571 -5.07011
C -3.63840 -1.40792 -5.94184
N -2.46994 -1.42803 -6.89816
C -0.17768 -0.03865 -3.62482
O 0.73618 -0.51854 -4.23488
N -0.61835 1.27045 -4.05726
C 0.39117 2.30374 -3.90426
O 1.14765 2.67380 -4.71846
F 0.38105 2.94546 -2.64410
C -1.14351 0.00338 -1.30041
C -2.13705 -0.62072 -0.24787
C -2.91240 0.48216 0.63566
O -2.02828 1.22555 1.49340
C -3.90675 1.38084 -0.20269
N -5.21276 0.69959 -0.42787
C 0.22260 0.33589 -0.48861
N 1.41014 -0.36396 -0.94965
C 2.68107 0.31042 -0.90289
C 3.02034 1.31083 -2.09497
O 3.20226 2.46980 -1.85577
F 3.17883 0.92234 -3.42638
H 3.18977 -0.88371 2.77099
H 0.13341 -2.61664 0.43863
H 1.38785 -3.73833 -0.19158
H 2.95129 -1.48380 -2.91114
H 2.12031 -3.07020 -3.03569
H 3.38564 -3.90921 -0.89657
H 4.31532 -2.34638 -0.87205
H 5.46238 -4.27724 -2.12634
H 4.09966 -4.30969 -3.32044
H 4.69139 -2.29335 -4.43419
H 6.30034 -2.98204 -4.00012
H 6.24174 -0.50877 -3.59237
H 4.86480 -0.66587 -2.43701
H 6.57855 -2.13606 -0.91304
H 7.89601 -1.69998 -2.11695
H 6.07434 0.56365 -1.05855
H 7.25823 -0.09274 0.14539
H 8.84259 0.38427 -2.37376
H 8.84448 1.36192 -0.83517
H 6.62993 2.61843 -1.83138
H 8.30043 3.11186 -2.29996
H 7.79187 1.12299 -4.30289
H 7.63742 2.93759 -4.50970
H 6.15185 1.95096 -4.13778
H 0.06200 -2.65093 -3.06310
H -0.74679 -2.65915 -1.46740
H -2.52163 -2.27168 -2.63676
H -1.68275 -1.84140 -4.17342
H -3.20164 0.61424 -3.00449
H -4.21973 -0.86686 -3.16382
H -2.71495 0.63647 -5.48608
H -4.46803 0.45315 -5.12349
H -4.56895 -1.44192 -6.57109
H -3.49936 -2.32561 -5.28801
H -2.69100 -1.98172 -7.73049
H -2.30665 -0.47563 -7.25404
H -1.44573 1.61406 -3.55722
H -1.55631 1.02822 -1.56198
H -2.94167 -1.29518 -0.65126
H -1.56653 -1.23600 0.51948
H -3.56090 -0.13513 1.33517
H -1.54966 1.88013 0.94952
H -3.48852 1.79409 -1.16654
H -4.13542 2.28805 0.44710
H -5.24756 0.43551 -1.41402
H -5.96904 1.33069 -0.16447
H 0.08702 0.12596 0.62504
H 0.41574 1.45604 -0.55167
H 2.70107 0.96744 0.02560
H 3.60255 -0.34399 -0.78736
C 4.35832 1.92241 7.33313
C 3.60037 0.80075 7.01705
C 4.20428 -0.30336 6.42970
C 5.56926 -0.27405 6.16760
C 6.33248 0.84577 6.47360
C 5.72085 1.94714 7.05832
N 6.21549 -1.44826 5.56984
O 5.51028 -2.40661 5.29666
O 7.41880 -1.40076 5.38355
H 3.88487 2.78106 7.79694
H 2.53804 0.78645 7.23195
H 3.60449 -1.17230 6.18772
H 7.39526 0.87463 6.26676
H 6.30720 2.82481 7.30388
C -4.91120 2.72591 4.31309
C -5.28965 3.20838 5.56068
C -4.32729 3.45964 6.52986
C -2.98858 3.22779 6.23597
C -2.60335 2.73887 4.99441
C -3.57120 2.48744 4.03132
N -1.96593 3.51510 7.24770
O -2.34023 3.92530 8.33258
O -0.79791 3.33027 6.94359
H -5.66455 2.53625 3.55671
H -6.33614 3.39164 5.77646
H -4.63269 3.83542 7.49866
H -1.56169 2.55244 4.76302
H -3.28026 2.10879 3.05838
C -7.94721 9.29711 5.25446
C -8.70996 8.18045 4.93214
C -8.11025 7.07551 4.34351
C -6.74439 7.09874 4.08634
C -5.97599 8.21379 4.39858
C -6.58362 9.31594 4.98451
N -6.10241 5.92477 3.48804
O -6.81004 4.96769 3.20862
O -4.89804 5.96582 3.30618
H -8.41769 10.15670 5.71937
H -9.77292 8.17089 5.14315
H -8.71384 6.21091 4.09663
H -4.91237 8.23790 4.19558
H -5.99370 10.18974 5.23493
C 6.70651 -10.61150 -2.30485
C 6.63141 -10.13982 -0.99927
C 6.59356 -8.77381 -0.75482
C 6.62708 -7.88963 -1.82666
C 6.70968 -8.35241 -3.13445
C 6.74992 -9.71985 -3.37060
N 6.56222 -6.44729 -1.57403
O 6.50889 -6.07384 -0.41462
O 6.56043 -5.69776 -2.54003
H 6.73042 -11.67948 -2.49280
H 6.59937 -10.83860 -0.17154
H 6.53511 -8.41715 0.26617
H 6.74101 -7.66661 -3.97222
H 6.81149 -10.09214 -4.38646
C -10.75314 1.49255 -0.01956
C -11.49179 0.36135 -0.34740
C -10.86672 -0.73178 -0.93361
C -9.50094 -0.68092 -1.18214
C -8.75761 0.44734 -0.86455
C -9.38834 1.53785 -0.28142
N -8.82841 -1.84026 -1.77847
O -9.50948 -2.80730 -2.06310
O -7.61910 -1.76919 -1.95260
H -11.24304 2.34238 0.44318
H -12.55552 0.33072 -0.14290
H -11.45146 -1.60800 -1.18511
H -7.69511 0.49097 -1.06149
H -8.81648 2.42304 -0.02659

As for the LUMO energy: -2.83 eV. Its gap between HOMO and LUMO is 8.47 eV. Its highest occupied orbital energy is -11.3 eV. As for the energy above the lowest of the compared OMol25 structures with the same formula, charge and spin: 315.6 kJ/mol. The charge is +1. The calculation puts the total energy at -110337.4942 eV. The spin multiplicity is 1.

Atom charges from the Mulliken analysis, given in e for atoms 1 to 5: 0.303 -1.284 -0.988 2.075 -1.079

***

A structure of composition C28H20Cl5I2N6OS2Tc at a distorted geometry, computed with ωB97M-V/def2-TZVPD.

CARTESIAN COORDINATES (ANGSTROEM)
Tc -0.24581 -0.02077 -0.65149
S 1.84948 0.59847 -1.82173
C 1.69277 -1.12831 -2.11865
N 0.76487 -1.74897 -1.39874
C 0.49691 -3.04455 -1.87561
C -0.28012 -4.02683 -1.37490
C -0.15279 -5.31268 -1.82618
C 0.71045 -5.68488 -2.87512
C 1.57702 -4.70669 -3.35268
C 1.43297 -3.40964 -2.87330
S 2.48803 -2.09559 -3.23633
H -0.95350 -3.69777 -0.52462
H -0.75192 -6.07952 -1.39029
H 0.70943 -6.70217 -3.13731
H 2.36130 -5.00740 -4.01718
I -3.68989 2.26414 -1.76723
C -1.91714 3.42537 -1.49278
C -1.95021 4.73627 -1.96381
C -1.04886 5.60624 -1.47694
I -1.11331 7.57090 -2.25509
C -0.01441 5.22016 -0.59972
C 1.02805 6.04657 -0.13322
C 1.97921 5.48841 0.67816
C 1.79982 4.16310 1.12681
N 0.83631 3.37878 0.78340
C 0.04854 3.84170 -0.18317
C -0.95568 2.93502 -0.65255
O -0.99557 1.67317 -0.22244
H -2.72905 5.03052 -2.64347
H 1.19407 7.07421 -0.33321
H 2.73223 6.12300 1.05968
H 2.49732 3.91319 1.89555
Cl -3.30082 -1.12962 1.58047
C -3.17518 -1.36996 -0.09984
C -2.11971 -0.90037 -0.87567
C -2.28444 -0.93439 -2.27722
Cl -1.05189 -0.14070 -3.13803
C -3.42788 -1.40331 -2.88607
Cl -3.65063 -1.29827 -4.56420
C -4.43710 -1.94420 -2.10769
Cl -5.76679 -2.60650 -2.89709
C -4.28275 -1.98872 -0.71249
Cl -5.52286 -2.69463 0.25878
C 2.21059 0.24660 1.31844
N 2.72450 -0.01799 2.68444
C 2.69745 -1.41424 2.96883
N 1.26576 -1.90863 3.01880
C 0.77025 -1.70406 1.67924
N 0.72553 -0.19240 1.24066
C -0.05486 0.55078 2.39347
N 0.52827 0.26803 3.70050
C 1.99981 0.74500 3.66177
C 0.50279 -1.12069 3.99521
H 2.72778 -0.34781 0.50284
H 2.26665 1.30051 1.04760
H 3.23918 -1.46862 3.88562
H 3.14678 -1.98556 2.18883
H -0.23218 -2.03128 1.56501
H 1.40309 -2.28309 0.97586
H -1.01843 0.10654 2.28487
H -0.00839 1.61857 2.11296
H 2.39964 0.55574 4.69632
H 2.05731 1.80484 3.50335
H -0.54577 -1.48056 3.93843
H 0.81378 -1.25444 5.01019

As for the LUMO energy (spin up / spin down): -3.84 / -4.63 eV. Its gap between HOMO and LUMO (spin up / spin down) is 6.78 / 6.06 eV. Its highest occupied orbital energy (spin up / spin down) is -10.6 / -10.7 eV. As for the energy above the lowest of the compared OMol25 structures with the same formula, charge and spin: 221.6 kJ/mol. The charge is +1. The calculation puts the total energy at -143024.3350 eV. The spin multiplicity is 4.

Atom charges from the natural (NBO) analysis, given in e for atoms 1 to 5: 1.167 -0.033 -0.097 -0.579 0.183

***

A cluster of 2 separate species, C4H9NO2 in total, computed with ωB97M-V/def2-TZVPD.

CARTESIAN COORDINATES (ANGSTROEM)
C 1.44395 -1.05128 -0.99724
C 0.61408 0.01563 -0.33221
C 1.02008 0.69355 0.74282
O -1.21118 -0.60661 2.29921
N -0.61606 0.24317 -0.99658
C -1.69933 0.95694 -0.56973
O -1.81429 1.53526 0.49564
H 0.88667 -1.98650 -1.12728
H 2.33651 -1.26352 -0.40392
H 1.77171 -0.71213 -1.98882
H -0.41090 -0.76935 1.78690
H 1.97038 0.43929 1.20174
H 0.44786 1.50864 1.16714
H -1.51487 0.24255 1.94703
H -0.72283 -0.20627 -1.89540
H -2.50175 0.96062 -1.32929

As for the LUMO energy: 0.58 eV. The SMILES is C=C(C)NC=O.O. Its gap between HOMO and LUMO is 9.94 eV. Its highest occupied orbital energy is -9.4 eV. As for the energy above the lowest of the compared OMol25 structures with the same formula, charge and spin: 115.1 kJ/mol. The charge is 0. The calculation puts the total energy at -9878.8680 eV. The spin multiplicity is 1.

Atom charges from the natural (NBO) analysis, given in e for atoms 1 to 5: -0.650 0.156 -0.458 -0.959 -0.618

***

The molecule C14H13N4O4PS at a distorted geometry, computed with ωB97M-V/def2-TZVPD.

CARTESIAN COORDINATES (ANGSTROEM)
O -2.87610 -1.74004 -4.14896
N 1.11319 0.69767 0.16530
N 1.88399 3.38943 2.44247
N 0.16117 3.38769 0.91637
O -4.41616 -3.46764 -3.87431
O -3.60551 -1.82260 -1.85331
O -2.01583 -3.75677 -2.64905
S 2.81601 0.62750 2.10394
C 1.66339 1.48535 1.02887
C 1.54301 -0.62388 0.35658
C 2.42790 -0.91726 1.38441
C 1.27721 2.83139 1.40082
C 1.50483 4.49684 2.99264
C -0.27847 4.45208 1.59366
C 0.28551 4.99852 2.62713
C -0.84941 -3.25768 -0.54555
C -0.14452 -2.15484 -2.58138
C 0.04651 -2.58245 0.10722
C 0.73315 -1.37131 -1.86865
C -1.01016 -3.07493 -1.92903
C 0.82789 -1.52664 -0.46044
N -1.37995 4.94594 0.96544
C 2.99102 -2.16877 1.88985
P -3.26499 -2.70166 -3.11791
H -4.12865 -3.13365 -4.71246
H -2.70939 -1.41945 -1.68373
H 2.13162 5.06437 3.68242
H -0.12403 5.93353 2.93679
H -1.43220 -4.00234 0.01620
H -0.35052 -2.03044 -3.66238
H 0.07256 -2.67869 1.11537
H 1.33725 -0.62900 -2.29324
H -1.88547 4.33422 0.30764
H -1.76577 5.83929 1.24997
H 2.34593 -2.40074 2.72664
H 3.06151 -2.91578 1.04972
H 4.01347 -2.10724 2.32091

As for the LUMO energy: -0.11 eV. The SMILES is Cc1sc(-c2nccc(N)n2)nc1-c1ccc(OP(=O)(O)O)cc1. Its gap between HOMO and LUMO is 8.19 eV. Its highest occupied orbital energy is -8.3 eV. As for the energy above the lowest of the compared OMol25 structures with the same formula, charge and spin: 18.5 kJ/mol. The charge is 0. The calculation puts the total energy at -49004.5283 eV. The spin multiplicity is 1.

Atom charges from the natural (NBO) analysis, given in e for atoms 1 to 5: -1.164 -0.371 -0.495 -0.451 -0.944

***

A structure of composition C29H48Br2N5O2ScSi, computed with ωB97M-V/def2-TZVPD.

CARTESIAN COORDINATES (ANGSTROEM)
Sc 0.91533 -0.96928 1.25124
C -1.74138 -2.48171 1.89155
C -0.98592 -3.46622 1.01681
N -0.13716 -2.71173 0.07043
C 0.89235 -3.53476 -0.58729
C 2.00647 -3.79742 0.39479
C 2.80717 -4.91689 0.34415
C 3.78093 -5.08264 1.32212
C 3.89691 -4.14772 2.33596
C 3.05881 -3.04645 2.32630
C 3.11309 -1.99272 3.40072
N 1.94495 -1.09557 3.34536
C 0.89130 -1.31346 4.36556
C -0.20496 -2.20849 3.81902
N -0.78684 -1.58468 2.59764
N 2.15222 -2.86338 1.35619
H -2.37802 -3.00932 2.60493
H -2.38577 -1.85511 1.27326
H -1.68572 -4.12088 0.49232
H -0.33928 -4.10615 1.61958
H -0.72702 -2.29283 -0.64490
H 1.27415 -2.98076 -1.44974
H 0.48723 -4.47764 -0.96233
H 2.66682 -5.65375 -0.43466
H 4.42538 -5.95140 1.30583
H 4.62061 -4.27234 3.12998
H 4.01841 -1.39780 3.25962
H 3.20116 -2.46995 4.37964
H 2.26799 -0.13852 3.42608
H 0.47195 -0.33702 4.61660
H 1.30601 -1.73267 5.28413
H -0.98114 -2.37770 4.56819
H 0.20375 -3.18129 3.54041
H -1.29118 -0.74561 2.88353
C -2.57883 1.10247 1.01384
C -2.57081 2.18344 -0.07659
C -4.02180 2.63905 -0.33219
C -1.79347 3.37280 0.50703
Si -1.84472 1.57757 -1.73996
Br 0.09152 0.21054 -1.09793
C -2.87803 0.24446 -2.64171
C -2.06254 -0.63320 -3.60521
C -3.96611 0.96839 -3.46243
C -3.56582 -0.71347 -1.65899
C -1.01836 2.90038 -2.82185
C -0.60474 2.35492 -4.19648
C 0.24216 3.49420 -2.17174
C -2.05106 4.02517 -3.04694
H -3.08532 1.50334 1.89722
H -1.55095 0.86442 1.30793
H -3.10026 0.19360 0.71656
H -4.41623 3.07368 0.59000
H -4.68406 1.82206 -0.61631
H -4.08255 3.41157 -1.10056
H -2.27784 3.67227 1.44118
H -1.80273 4.24357 -0.14535
H -0.75846 3.12481 0.74220
H -1.52141 -0.06680 -4.35698
H -2.75317 -1.29753 -4.13168
H -1.34307 -1.26358 -3.07918
H -3.53921 1.55437 -4.27600
H -4.59247 1.62645 -2.85951
H -4.62113 0.21910 -3.91442
H -2.83448 -1.23844 -1.03283
H -4.10877 -1.47328 -2.22719
H -4.28588 -0.22074 -1.00773
H 0.09918 1.52370 -4.11846
H -0.10146 3.15514 -4.74471
H -1.45549 2.04077 -4.79970
H 1.04955 2.76209 -2.12078
H 0.07977 3.88967 -1.17224
H 0.59304 4.31733 -2.79959
H -2.97523 3.66459 -3.50251
H -1.61706 4.75486 -3.73502
H -2.30441 4.55832 -2.13166
Br 7.00870 3.63812 0.53447
C 5.63454 2.36298 0.47717
C 5.91643 1.06421 0.05707
N 4.98119 0.12391 -0.03397
C 3.75094 0.45369 0.32351
C 3.37342 1.70067 0.79781
C 4.34533 2.69205 0.85386
C 1.97722 1.98972 1.26832
O 1.52517 3.10004 1.31986
O 1.32400 0.90009 1.66443
H 6.92515 0.78618 -0.22140
H 3.00580 -0.32604 0.13077
H 4.08620 3.68614 1.19360

As for the LUMO energy: -6.01 eV. Its gap between HOMO and LUMO is 7.74 eV. Its highest occupied orbital energy is -13.7 eV. As for the energy above the lowest of the compared OMol25 structures with the same formula, charge and spin: 126.8 kJ/mol. The charge is +2. The calculation puts the total energy at -211054.4849 eV. The spin multiplicity is 1.

Atom charges from the Mulliken analysis, given in e for atoms 1 to 5: -0.383 -0.564 -0.676 0.253 -0.924